ORCA calculation (the ωB97M-V functional and the def2-TZVPD basis) on a 10-piece molecular cluster, C16H52N4O10 overall in a non-equilibrium geometry.

For the orbital gap, the calculation gives 7.9 eV. Its maximum force is 0.208 hartree/bohr. As for the structure (SMILES): NC(N)=O.NC(N)=O.CCO.CCO.CCO.CCO.CCO.CCO.CO.CO.

Last column: Mulliken charge in e.
Element x y z (Å)
N 2.6671 2.5606 -3.6503  -0.2892
C 1.4061 2.6676 -3.7343  0.4905
N 0.7481 1.8366 -3.0183  0.2954
O 0.8141 3.4676 -4.7803  -0.7827
H 3.2831 3.3476 -3.9203  0.2705
H 3.0251 1.9006 -2.8823  0.3321
H -0.2849 1.7666 -3.0643  -0.1084
H 1.1051 1.4636 -2.1583  -0.4914
N -2.4229 -4.0344 2.5047  -0.3816
C -2.1689 -2.7844 2.5167  0.4492
N -1.2699 -2.3704 1.6817  0.0142
O -2.9419 -1.8264 3.1767  -0.6781
H -3.2819 -4.3074 3.1237  0.3427
H -2.0649 -4.7234 1.8427  0.1933
H -0.9729 -1.3844 1.6457  -0.1106
H -0.7869 -3.0854 1.1007  0.0845
C 2.5141 -0.3984 -0.8713  1.2365
C 3.8281 -0.0674 -1.6993  -1.0944
O 4.2581 1.2816 -1.6403  -0.6276
H 2.3891 -1.4504 -0.6823  0.8225
H 1.6211 -0.0244 -1.3483  -1.1274
H 2.6891 0.1076 0.0527  -0.3076
H 3.5081 -0.2454 -2.6963  0.5171
H 4.6091 -0.8424 -1.5353  0.4777
H 4.9861 1.4766 -2.2223  0.2660
C -0.7239 -1.0184 -1.5453  0.8197
C -0.1529 -2.2734 -2.1793  -0.7691
O -0.6159 -2.3654 -3.4703  -0.5597
H -0.4729 -0.0504 -2.0053  -0.0179
H -0.4589 -1.1174 -0.5303  -0.4591
H -1.8349 -0.9964 -1.5323  0.3839
H -0.3139 -3.1734 -1.5773  0.4976
H 0.9601 -2.1994 -2.2673  0.0341
H -1.1049 -3.2034 -3.5093  0.3500
C -3.2519 2.4736 -1.3293  -0.7911
C -2.4869 2.6556 -2.6643  -0.4028
O -1.8849 1.4346 -3.0283  -0.6283
H -3.8799 1.6106 -1.4833  0.1687
H -3.8629 3.2376 -0.9573  0.4884
H -2.5259 2.2306 -0.5353  0.0380
H -1.8249 3.5286 -2.5163  0.2567
H -3.1999 2.9676 -3.4183  0.4652
H -2.5429 0.8136 -3.3433  0.3125
C 2.5991 -1.6444 2.6097  -0.7336
C 3.4051 -2.8664 2.2077  -0.6865
O 3.9111 -2.7764 0.9267  -0.5210
H 2.2031 -1.8954 3.6077  0.3749
H 1.7731 -1.4734 1.9497  0.1434
H 3.2991 -0.8794 2.6707  0.3743
H 2.8161 -3.7484 2.2987  0.4414
H 4.1831 -3.0414 2.9847  0.2696
H 4.2211 -1.8874 0.7217  0.3319
C 1.4511 1.1236 4.3707  -1.1678
C 2.6631 1.8006 3.6647  -0.2481
O 2.4131 1.6826 2.2357  -0.7173
H 1.4161 1.2506 5.4637  0.4176
H 1.5451 -0.0034 4.2407  0.0607
H 0.5201 1.3216 3.9697  0.5546
H 3.5371 1.2116 3.9387  0.3199
H 2.7111 2.8946 3.8027  0.3915
H 3.3201 1.7186 1.7177  0.2408
C -5.7709 -1.8694 -0.7533  -1.2289
C -4.8819 -1.9904 0.4867  -0.1559
O -3.6469 -1.3044 0.1357  -0.3723
H -5.9909 -0.8504 -0.9093  0.3054
H -6.7029 -2.3364 -0.4163  0.3978
H -5.2539 -2.4074 -1.5903  0.2802
H -4.7769 -3.0264 0.8487  0.2977
H -5.3959 -1.3724 1.2047  0.2575
H -2.9589 -1.6474 0.7427  0.3298
C 0.5441 3.6406 -0.4163  -0.6808
O 1.6831 2.7796 -0.1933  -0.3012
H -0.3559 3.0636 -0.7313  0.1942
H 0.7631 4.2246 -1.3463  0.2396
H 0.3071 4.2466 0.4887  0.3527
H 1.5831 2.4966 0.7607  0.3243
C -0.9489 0.8846 1.1587  0.2716
O -0.0719 0.0506 1.8137  -0.0349
H -1.9429 0.3456 1.0307  0.1187
H -0.5339 1.1096 0.1787  -0.5218
H -1.0939 1.8316 1.7237  0.6786
H 0.3821 0.4556 2.5557  -0.5780


ORCA calculation (the ωB97M-V functional and the def2-TZVPD basis) on C16H53Ag3N17O12 as an isolated structure in a non-equilibrium geometry.

For the orbital gap, the calculation gives 7.5 eV. Its maximum force is 0.150 hartree/bohr. The total charge is +1.

Last column: Mulliken charge in e.
Element x y z (Å)
Ag 2.0428 -1.5686 -2.8843  0.3888
Ag -2.8501 1.1770 -1.1238  0.5039
Ag 0.7906 1.6730 -1.9008  0.7885
O 1.0725 -0.5032 -0.8203  0.3147
C -0.1252 -0.4677 -0.0858  0.3209
C -0.3731 0.7523 0.8662  1.4314
O -0.6044 2.0718 0.3366  1.1593
H -0.2922 -1.4305 0.3971  -1.1998
H -0.9215 -0.3227 -0.8159  -0.1465
H 0.4449 0.8790 1.5753  -0.7880
H -1.1810 0.4864 1.5479  -1.3345
C -1.9551 -3.2116 -3.6045  -1.6899
C -0.4678 -2.8875 -3.2633  0.8902
C 0.3704 -4.1322 -3.5676  -0.8616
O 1.7094 -3.9491 -3.1116  -0.1801
C 2.6056 -5.0375 -3.4589  -0.8541
N -0.0267 -1.7932 -4.1197  -0.4756
H -2.5779 -2.3198 -3.5348  0.3313
H -2.3816 -4.0820 -3.1060  0.4237
H -2.0604 -3.6135 -4.6122  0.4819
H -0.3245 -2.6926 -2.2005  -0.0211
H 0.3293 -4.3389 -4.6371  0.4463
H -0.1305 -5.0378 -3.2256  0.4754
H 2.1670 -5.9678 -3.0979  0.2980
H 3.6000 -4.9227 -3.0276  0.2816
H 2.8285 -5.0271 -4.5258  0.3249
H -0.3993 -1.9398 -5.0469  0.3581
H -0.5747 -0.9703 -3.9131  -0.0398
C 3.3997 0.6310 2.6472  -0.4792
C 3.3936 -0.8304 2.6163  -0.0375
O 3.4026 -1.3735 1.2811  -0.5453
H 4.1802 0.9759 1.9690  -0.0012
H 3.6554 0.9993 3.6407  0.4586
H 2.4968 1.1953 2.4139  0.0300
H 2.4901 -1.1221 3.1516  -0.0151
H 4.3045 -1.1796 3.1025  0.3702
H 2.5173 -1.2706 0.9244  0.1266
C -1.8972 1.8096 -4.2852  0.6448
O -1.5162 1.3068 -3.2472  -0.4671
N -2.7669 1.2640 -5.0964  -0.4542
N -1.5230 2.9839 -4.7020  -0.3950
H -3.2904 0.4789 -4.7360  0.2555
H -3.0339 1.8544 -5.8712  0.1581
H -1.9627 3.4590 -5.4773  0.2015
H -0.8237 3.3943 -4.0997  0.1875
C -0.7710 -4.8376 1.4732  0.6299
O -1.9124 -4.5217 1.4977  -0.6610
N -0.3871 -5.9341 2.0802  -0.3867
N 0.1895 -4.2844 0.7984  -0.1994
H 0.5234 -6.3583 1.9748  0.1398
H -1.1243 -6.4511 2.5378  0.2691
H 1.0738 -4.7242 0.5868  0.1615
H -0.0372 -3.3926 0.3821  0.0694
C -2.4421 3.1714 3.5647  0.4710
O -3.1483 3.4391 4.4679  -0.6863
N -1.1721 3.4027 3.5273  -0.1463
N -2.8067 2.5917 2.4438  -0.2913
H -0.6883 3.9213 4.2464  0.1564
H -0.7437 2.9854 2.7134  0.2669
H -2.1464 2.3907 1.7064  -0.0669
H -3.7769 2.3315 2.3382  0.1895
C -0.3470 4.9549 -1.7618  0.7164
O 0.3016 4.2030 -2.4598  -0.7663
N -0.3489 6.2881 -1.9341  -0.4066
N -1.0849 4.6229 -0.7260  -0.2041
H 0.1035 6.7206 -2.7269  0.2491
H -0.7282 6.7782 -1.1366  0.1340
H -0.8686 3.7439 -0.2780  0.0944
H -1.4328 5.4188 -0.2107  0.2546
C 4.0259 1.8774 -1.1309  0.5785
O 3.0213 2.3821 -1.6884  -0.7248
N 4.0330 0.6544 -0.7811  -0.0896
N 5.1197 2.4662 -0.8434  -0.3445
H 3.2115 0.0670 -0.7897  -0.1962
H 4.8571 0.1482 -0.4901  0.1762
H 5.1742 3.4668 -0.9698  0.2688
H 5.8237 1.9670 -0.3187  0.1758
C -4.0583 -0.9502 1.5700  0.5950
O -3.7744 -0.8562 0.3792  -0.5925
N -3.4573 -0.3511 2.5422  -0.0456
N -4.9352 -1.8257 1.9409  -0.4093
H -3.5487 -0.6824 3.4919  0.1731
H -2.7014 0.2817 2.3227  -0.1768
H -5.0137 -2.1697 2.8873  0.1589
H -5.4837 -2.3268 1.2567  0.2488
C -1.2207 -2.7863 4.5654  0.6286
O -0.9904 -2.3558 5.6821  -0.7555
N -2.0973 -3.7167 4.3263  -0.2763
N -0.6209 -2.3899 3.5497  0.1179
H -2.1070 -4.0827 3.3850  0.1596
H -2.5271 -4.1660 5.1222  0.2113
H -0.0064 -1.6003 3.6880  -0.0717
H -0.7852 -2.8838 2.6842  -0.0008
C 1.8309 4.9887 1.9820  0.5556
O 0.9888 5.5288 2.6567  -0.6841
N 1.7471 3.8666 1.3878  0.0741
N 3.0231 5.5009 1.6803  -0.3967
H 0.9702 3.2335 1.2626  -0.3825
H 2.5180 3.5357 0.8254  0.0027
H 3.2508 6.3060 2.2461  0.2504
H 3.7658 5.0124 1.2010  0.1185


Respective highest occupied orbital energy values: -0.288, -0.388 hartree.